(1)
C45H125N11O12 | ωB97M-V/def2-TZVPD

Positions of all 193 atoms, in Å:
C1 -2.81093 -0.34365 -0.30122
O1 -1.78294 0.64994 -0.23980
C2 -0.96466 0.54960 0.95875
C3 0.03156 1.75428 0.98301
C4 0.66477 2.02336 -0.32141
N1 1.06177 1.51794 1.93905
H1 -3.28411 -0.49187 0.66947
H2 -2.35627 -1.31408 -0.50034
H3 -3.56523 -0.10850 -1.05211
H4 -1.56865 0.53806 1.86603
H5 -0.41370 -0.39037 0.99074
H6 -0.62186 2.59520 1.21539
H7 1.35491 2.86695 -0.33339
H8 -0.14944 2.24804 -1.01038
H9 1.22711 1.17116 -0.70303
H10 1.43640 2.43561 2.13303
H11 0.70434 1.10643 2.78935
C5 0.61285 -4.03907 1.54423
O2 -0.29431 -4.85552 0.83125
C6 -1.22178 -4.01526 0.04092
C7 -2.25283 -4.94543 -0.63167
C8 -1.60586 -5.82321 -1.67940
N2 -3.23173 -4.21024 -1.44002
H12 0.04552 -3.36558 2.18660
H13 1.25996 -3.51968 0.83743
H14 1.20230 -4.70553 2.17390
H15 -1.70350 -3.30431 0.71218
H16 -0.80450 -3.50405 -0.82663
H17 -2.91564 -5.47849 0.04996
H18 -2.32763 -6.31966 -2.32801
H19 -1.01808 -6.56838 -1.14338
H20 -0.98017 -5.11763 -2.22599
H21 -2.57662 -3.84426 -2.11604
H22 -3.95437 -4.72917 -1.91813
C9 -8.35637 -4.82576 -2.72894
O3 -7.95878 -4.29256 -1.44398
C10 -6.70122 -3.71901 -1.40915
C11 -6.43341 -3.19020 0.04158
C12 -7.56803 -2.20910 0.42070
N3 -5.14552 -2.62818 0.37638
H23 -7.92587 -5.80965 -2.91522
H24 -8.34899 -4.22350 -3.63743
H25 -9.42784 -4.94455 -2.56784
H26 -5.97538 -4.40584 -1.84449
H27 -6.69483 -2.86131 -2.08176
H28 -6.67552 -4.09601 0.59746
H29 -8.48566 -2.79732 0.41369
H30 -7.68609 -1.45180 -0.35432
H31 -7.37841 -1.66678 1.34700
H32 -4.59907 -3.38057 -0.01780
H33 -4.91897 -2.75379 1.35259
C13 -5.49191 1.51057 2.21181
O4 -6.54206 2.13195 2.91187
C14 -7.57728 2.60281 2.01367
C15 -9.00483 1.96810 2.18889
C16 -8.96923 0.46494 2.26034
N4 -9.86657 2.54586 1.13153
H34 -4.56344 1.68805 2.75452
H35 -5.36562 2.03830 1.26648
H36 -5.58509 0.43112 2.09262
H37 -7.74607 3.65989 2.21911
H38 -7.33319 2.51424 0.95504
H39 -9.40625 2.38829 3.11106
H40 -9.87916 -0.11217 2.42486
H41 -8.35834 0.07561 3.07479
H42 -8.51605 0.12881 1.32774
H43 -9.68233 2.27697 0.17557
H44 -10.83577 2.40249 1.37691
C17 -0.67871 1.71165 -7.24437
O5 0.28448 1.27034 -6.26620
C18 1.51345 1.90013 -6.52258
C19 2.58550 1.51135 -5.48069
C20 2.06094 1.79079 -4.06098
N5 3.84428 2.20593 -5.59161
H45 -0.96059 2.73688 -7.48427
H46 -1.66027 1.25614 -7.11344
H47 -0.45164 1.45187 -8.27833
H48 1.84359 1.66762 -7.53503
H49 1.39561 2.98349 -6.49924
H50 2.73857 0.43224 -5.46743
H51 2.70097 1.35903 -3.29154
H52 1.04315 1.44538 -3.87960
H53 2.09736 2.82027 -3.70468
H54 3.86342 3.10885 -5.13942
H55 3.87514 2.42750 -6.57652
C21 4.73289 5.64973 2.97845
O6 3.88088 4.76922 3.63101
C22 4.45882 3.44884 3.82791
C23 5.14898 3.27659 5.21844
C24 5.28962 1.84061 5.51041
N6 4.60334 3.84882 6.34827
H56 5.75729 5.57585 3.34347
H57 4.45435 6.69700 3.09573
H58 4.77536 5.48354 1.90203
H59 3.55867 2.83558 3.86959
H60 5.10983 3.06154 3.04415
H61 6.13191 3.70312 5.01836
H62 5.78900 1.63572 6.45737
H63 5.91445 1.32990 4.77770
H64 4.33621 1.33133 5.65089
H65 5.34195 4.00880 7.01832
H66 4.41423 4.81347 6.11635
C25 4.79585 0.60932 1.10869
O7 5.46868 -0.30075 2.02158
C26 6.79539 -0.67778 1.67043
C27 7.95981 0.34155 2.02272
C28 9.34369 -0.04513 1.43995
N7 8.14949 0.30533 3.48157
H67 3.76721 0.84445 1.38200
H68 4.77285 0.34776 0.05079
H69 5.25864 1.59331 1.03320
H70 7.05265 -1.61583 2.16234
H71 6.80270 -0.98404 0.62436
H72 7.58095 1.33765 1.79394
H73 9.32969 -0.26533 0.37251
H74 9.69974 -1.02358 1.76238
H75 10.20588 0.61712 1.51836
H76 7.22071 0.39622 3.86784
H77 8.40505 -0.61126 3.82019
C29 6.61099 5.57958 -4.66707
O8 5.99651 4.52959 -3.94409
C30 5.04020 4.86730 -2.96335
C31 4.51022 3.79688 -2.05422
C32 3.48761 4.22063 -0.99933
N8 5.55561 2.97070 -1.48567
H78 7.24863 6.13043 -3.97564
H79 5.80979 6.16261 -5.12122
H80 7.23331 5.09947 -5.42227
H81 5.29404 5.71199 -2.32293
H82 4.21509 5.32568 -3.50849
H83 4.01546 3.06130 -2.68844
H84 3.96672 5.08505 -0.53963
H85 3.45547 3.47023 -0.20942
H86 2.52624 4.66577 -1.25565
H87 6.06874 2.32708 -2.07095
H88 6.20019 3.63437 -1.08050
C33 -4.61044 0.12776 -3.69275
O9 -5.98639 0.61015 -3.78930
C34 -6.45645 0.97127 -2.46337
C35 -7.95652 1.22383 -2.58984
C36 -8.45367 2.37701 -3.41812
N9 -8.35928 1.56243 -1.23467
H89 -4.07493 1.01325 -3.35036
H90 -4.24540 -0.25417 -4.64614
H91 -4.58203 -0.62201 -2.90209
H92 -6.33632 0.18251 -1.72072
H93 -6.02322 1.92250 -2.15419
H94 -8.47811 0.29112 -2.80451
H95 -8.38185 2.20945 -4.49276
H96 -7.93181 3.32209 -3.26781
H97 -9.50897 2.54630 -3.20412
H98 -7.51394 1.69606 -0.69833
H99 -8.62699 2.52306 -1.07461
C37 2.19607 -1.39151 -1.30298
O10 3.10211 -2.31281 -2.06283
C38 4.40230 -2.47165 -1.48451
C39 5.26131 -3.15555 -2.57625
C40 4.68744 -4.56108 -2.97934
N10 6.60876 -3.29750 -2.00416
H100 2.04303 -1.73845 -0.28106
H101 1.23709 -1.21125 -1.78874
H102 2.68157 -0.41901 -1.22165
H103 4.75576 -1.46479 -1.26225
H104 4.32687 -2.97031 -0.51821
H105 5.34184 -2.42657 -3.38261
H106 5.19478 -4.94936 -3.86249
H107 3.67809 -4.52159 -3.38890
H108 4.71516 -5.30532 -2.18345
H109 7.16419 -3.59402 -2.79389
H110 6.64744 -4.00338 -1.28282
C41 4.25873 -3.41909 2.70822
O11 3.46291 -3.24065 3.84173
C42 2.77688 -2.00413 3.94677
C43 1.86688 -1.83908 5.15419
C44 0.97536 -3.07150 5.32809
N11 1.06643 -0.59857 5.05409
H111 5.25029 -3.80141 2.95056
H112 4.35219 -2.63301 1.95893
H113 3.90009 -4.26763 2.12558
H114 3.53067 -1.21744 3.91438
H115 2.33863 -1.85679 2.95970
H116 2.49148 -1.74693 6.04272
H117 0.47952 -3.14794 6.29577
H118 1.53206 -3.99407 5.16364
H119 0.21113 -3.20842 4.56304
H120 0.80639 -0.31861 5.98903
H121 1.69331 0.17021 4.86405
C45 -5.23874 -2.25332 4.01558
O12 -4.32664 -1.60645 3.20474
H122 -5.08741 -3.33254 4.03793
H123 -5.09642 -1.89828 5.03626
H124 -6.17029 -1.95770 3.53298
H125 -3.42128 -1.48440 3.49973

The value obtained for the HOMO energy is -8.71 eV. As for the structure (SMILES): COC[C@H](C)N.COC[C@H](C)N.COC[C@H](C)N.COC[C@H](C)N.COC[C@H](C)N.COC[C@H](C)N.COC[C@H](C)N.COC[C@H](C)N.COC[C@H](C)N.COC[C@H](C)N.COC[C@H](C)N.CO. The orbital gap comes out at 0.340 Eh. The net charge is 0. Its lowest unoccupied orbital energy is 0.55 eV. For the relative energy (zero: lowest compared OMol25 entry of this formula, charge and spin), the calculation gives 131.6 kcal per mole.

Atomic partial charges in e from the Löwdin method, atoms 1 to 99:
1 C -0.087
2 O -0.196
3 C -0.157
4 C -0.463
5 C -0.060
6 N 0.056
7 H 0.062
8 H 0.063
9 H 0.061
10 H 0.114
11 H 0.113
12 H 0.138
13 H 0.050
14 H 0.086
15 H 0.065
16 H 0.076
17 H 0.056
18 C -0.109
19 O -0.177
20 C -0.149
21 C -0.429
22 C -0.067
23 N 0.015
24 H 0.075
25 H 0.072
26 H 0.092
27 H 0.111
28 H 0.116
29 H 0.141
30 H 0.082
31 H 0.080
32 H 0.084
33 H 0.068
34 H 0.063
35 C -0.080
36 O -0.188
37 C -0.223
38 C -0.410
39 C -0.049
40 N 0.079
41 H 0.084
42 H 0.086
43 H 0.085
44 H 0.098
45 H 0.119
46 H 0.127
47 H 0.080
48 H 0.062
49 H 0.048
50 H 0.022
51 H 0.046
52 C -0.117
53 O -0.169
54 C -0.167
55 C -0.405
56 C -0.069
57 N 0.036
58 H 0.085
59 H 0.080
60 H 0.069
61 H 0.118
62 H 0.080
63 H 0.128
64 H 0.079
65 H 0.072
66 H 0.045
67 H 0.016
68 H 0.069
69 C -0.117
70 O -0.153
71 C -0.226
72 C -0.414
73 C -0.069
74 N 0.055
75 H 0.083
76 H 0.081
77 H 0.077
78 H 0.120
79 H 0.126
80 H 0.137
81 H 0.064
82 H 0.078
83 H 0.068
84 H 0.053
85 H 0.065
86 C -0.137
87 O -0.178
88 C -0.138
89 C -0.513
90 C -0.071
91 N 0.050
92 H 0.086
93 H 0.088
94 H 0.069
95 H 0.113
96 H 0.119
97 H 0.134
98 H 0.087
99 H 0.053

---

(2)
C16H26AlF3NO8 | ωB97M-V/def2-TZVPD

Positions of all 55 atoms, in Å:
C1 3.82542 -2.20346 -2.92052
C2 2.37725 -2.07976 -2.43998
C3 1.75353 -0.68958 -2.71954
C4 1.77994 0.19863 -1.45068
Al1 -0.06254 -0.85504 -3.55481
C5 -1.43167 -1.73658 -2.32648
C6 -2.81682 -1.66069 -2.99676
O1 -3.01765 -2.70018 -3.92189
C7 -4.01259 -1.56792 -2.00363
F1 -4.73817 -0.44680 -2.21620
F2 -3.66731 -1.55911 -0.70252
F3 -4.87336 -2.60033 -2.14670
O2 -0.74387 0.88226 -3.79576
C8 -0.39489 1.36255 -4.92166
N1 0.03016 1.85984 -5.88213
H1 3.91973 -2.03337 -3.99337
H2 4.47369 -1.51798 -2.37071
H3 4.20043 -3.21227 -2.70695
H4 2.39709 -2.22137 -1.35185
H5 1.76620 -2.89112 -2.85135
H6 2.40845 -0.18575 -3.44322
H7 1.23718 1.13194 -1.62350
H8 2.81990 0.47227 -1.23262
H9 1.34152 -0.31335 -0.59025
H10 0.03170 -1.64038 -4.95029
H11 -1.42085 -1.29167 -1.32949
H12 -1.17972 -2.80049 -2.22314
H13 -2.86774 -0.74254 -3.58649
H14 -2.93818 -3.54234 -3.46216
C9 -5.34411 1.31175 2.91967
C10 -3.91437 1.25287 2.40834
C11 -3.36247 -0.13089 2.16943
O3 -1.95401 0.07265 2.34969
C12 -1.80122 1.10951 3.20187
O4 -0.77471 1.41502 3.71953
O5 -2.98060 1.74867 3.39401
H15 -5.73440 0.31769 3.14176
H16 -5.40450 1.91339 3.82476
H17 -6.00049 1.75521 2.17244
H18 -3.80100 1.87319 1.51680
H19 -3.57436 -0.51376 1.17694
H20 -3.70112 -0.85302 2.91718
C13 3.10649 1.93032 5.03158
C14 3.33763 2.13975 3.54473
C15 3.50015 0.88192 2.72625
O6 4.30859 1.33659 1.63307
C16 5.04678 2.38004 2.08160
O7 5.96115 2.86580 1.49899
O8 4.60199 2.79036 3.29671
H21 3.19116 0.87858 5.30856
H22 3.82320 2.49806 5.62243
H23 2.10379 2.25261 5.30844
H24 2.55763 2.77802 3.12498
H25 2.55828 0.47577 2.36540
H26 4.05371 0.10449 3.25950

The value obtained for the HOMO energy is -5.23 eV. The orbital gap comes out at 0.276 Eh. The net charge is -1. Its lowest unoccupied orbital energy is 2.28 eV.

Now the Löwdin charges, all in e:
1 C -0.128
2 C -0.309
3 C -0.403
4 C -0.144
5 Al 0.340
6 C -0.149
7 C -0.366
8 O -0.019
9 C -0.542
10 F 0.118
11 F 0.099
12 F 0.117
13 O -0.080
14 C -0.536
15 N 0.086
16 H 0.068
17 H 0.067
18 H 0.058
19 H 0.094
20 H 0.079
21 H 0.084
22 H 0.058
23 H 0.061
24 H 0.058
25 H -0.028
26 H 0.054
27 H 0.062
28 H 0.131
29 H 0.095
30 C -0.014
31 C -0.307
32 C -0.087
33 O 0.073
34 C -0.570
35 O 0.146
36 O 0.077
37 H 0.080
38 H 0.086
39 H 0.081
40 H 0.160
41 H 0.118
42 H 0.140
43 C -0.013
44 C -0.312
45 C -0.091
46 O 0.063
47 C -0.567
48 O 0.159
49 O 0.073
50 H 0.080
51 H 0.085
52 H 0.079
53 H 0.158
54 H 0.141
55 H 0.136

---

(3)
C24H40AsBN6NiS4 | ωB97M-V/def2-TZVPD

Positions of all 77 atoms, in Å:
Ni1 0.16190 0.59513 -0.41095
C1 0.89459 -0.50045 4.36589
C2 1.55057 -0.23678 3.05335
C3 2.82767 0.22272 2.82127
C4 2.90836 0.39225 1.42793
N1 1.77113 0.04302 0.85520
N2 0.92874 -0.35010 1.86251
B1 -0.46854 -1.00660 1.56945
N3 -1.66498 -0.02471 1.29324
N4 -1.90461 0.49299 0.04617
C5 -3.06109 1.12563 0.11469
C6 -3.60039 1.02262 1.40907
C7 -2.67534 0.29675 2.12571
C8 -2.69293 -0.03035 3.57991
C9 -3.67646 1.80550 -1.08694
C10 -2.81183 1.61279 -2.33025
C11 -3.81988 3.30384 -0.79457
C12 -5.06117 1.19325 -1.33639
N5 -0.32179 -1.97020 0.35755
N6 0.00873 -1.44496 -0.84884
C13 0.07580 -2.44581 -1.70577
C14 -0.21731 -3.65878 -1.04907
C15 -0.46392 -3.30290 0.26500
C16 -0.82734 -4.15830 1.43370
C17 0.42900 -2.18327 -3.15267
C18 1.81015 -1.52405 -3.22039
C19 0.44086 -3.49507 -3.93410
C20 -0.60420 -1.22664 -3.75605
C21 4.09833 0.86718 0.62632
C22 5.29559 -0.03689 0.94780
C23 4.42133 2.31278 1.02333
C24 3.81185 0.80584 -0.87180
H1 1.62855 -0.37550 5.16272
H2 0.47419 -1.50548 4.42931
H3 0.09088 0.21535 4.53687
H4 3.57422 0.45259 3.56460
H5 -0.76245 -1.65852 2.53998
H6 -4.50956 1.46047 1.78880
H7 -3.63851 0.30246 4.00908
H8 -1.88920 0.49673 4.09366
H9 -2.57637 -1.09849 3.77030
H10 -1.79296 1.96122 -2.15485
H11 -3.23951 2.18307 -3.16143
H12 -2.76922 0.55819 -2.61304
H13 -2.84406 3.76280 -0.62281
H14 -4.42913 3.47502 0.09659
H15 -4.29452 3.80675 -1.64364
H16 -4.97902 0.12064 -1.52915
H17 -5.53001 1.66772 -2.20476
H18 -5.71775 1.33360 -0.47392
H19 -0.24680 -4.65326 -1.46346
H20 -0.88578 -5.20090 1.11870
H21 -1.79128 -3.86857 1.85525
H22 -0.08770 -4.07794 2.23204
H23 2.57607 -2.17832 -2.79519
H24 1.81258 -0.59145 -2.65502
H25 2.07497 -1.30394 -4.25970
H26 1.17881 -4.19118 -3.52699
H27 0.69575 -3.30272 -4.97991
H28 -0.53810 -3.98060 -3.90668
H29 -0.62478 -0.29028 -3.19726
H30 -1.60638 -1.66244 -3.72136
H31 -0.35380 -1.00639 -4.79890
H32 5.54513 -0.00112 2.01132
H33 6.17335 0.28730 0.37911
H34 5.07602 -1.07491 0.68553
H35 4.62605 2.39092 2.09410
H36 3.58393 2.97568 0.79613
H37 5.30024 2.66487 0.47307
H38 3.65737 -0.22658 -1.19478
H39 4.66211 1.22316 -1.42126
H40 2.91852 1.37999 -1.12175
S1 -0.86384 5.78565 0.27226
As1 0.34930 4.02786 0.66511
S2 0.58733 2.79167 -1.10086
S3 -0.14033 2.96077 2.42591
S4 1.96289 5.46768 0.86598

Its expectation value of S² is 2.01. The value obtained for the HOMO energy (spin up / spin down) is -1.29 / -1.15 eV. As for the multiplicity: 3. The orbital gap (spin up / spin down) comes out at 0.202 / 0.197 Eh. The net charge is -2. Its lowest unoccupied orbital energy (spin up / spin down) is 4.20 / 4.20 eV. For the relative energy (zero: lowest compared OMol25 entry of this formula, charge and spin), the calculation gives 0.0 kcal per mole.

Now the Löwdin charges, all in e:
1 Ni 0.062
2 C -0.032
3 C -0.308
4 C 0.009
5 C -0.253
6 N 0.096
7 N 0.029
8 B -0.502
9 N 0.031
10 N 0.095
11 C -0.252
12 C 0.011
13 C -0.307
14 C -0.032
15 C -0.544
16 C -0.072
17 C -0.043
18 C -0.065
19 N 0.044
20 N 0.096
21 C -0.246
22 C 0.015
23 C -0.281
24 C -0.039
25 C -0.550
26 C -0.049
27 C -0.076
28 C -0.049
29 C -0.544
30 C -0.065
31 C -0.043
32 C -0.072
33 H 0.073
34 H 0.068
35 H 0.058
36 H 0.102
37 H 0.103
38 H 0.102
39 H 0.073
40 H 0.058
41 H 0.068
42 H 0.010
43 H 0.081
44 H 0.066
45 H 0.044
46 H 0.079
47 H 0.078
48 H 0.081
49 H 0.073
50 H 0.069
51 H 0.091
52 H 0.068
53 H 0.076
54 H 0.076
55 H 0.085
56 H 0.062
57 H 0.080
58 H 0.078
59 H 0.076
60 H 0.078
61 H 0.062
62 H 0.085
63 H 0.080
64 H 0.069
65 H 0.073
66 H 0.080
67 H 0.080
68 H 0.043
69 H 0.079
70 H 0.067
71 H 0.081
72 H 0.009
73 S -0.147
74 As -0.572
75 S 0.054
76 S -0.115
77 S -0.148

---

no.,M (u)
1,1012.560
2,444.359
3,685.321